1.
The following is a DFT calculation (wB97M-V/def2-TZVPD) of a single C4H3NO2 molecule at a distorted geometry.

## Properties
Gap between HOMO and LUMO   10.48 eV
Energy above the lowest of the compared OMol25 structures with the same formula, charge and spin   141.67 kcal/mol
SMILES string   C#CC(=O)ON=C

Last columns: bonded neighbours and bond lengths (Å).
Cartesian coordinates (Å):
1 C -2.91242 -0.72500 0.26375  C2 1.261, H8 1.234
2 C -1.82575 -0.28026 -0.19686  C1 1.261, C3 1.414
3 C -0.55387 0.32321 -0.06462  C2 1.414, O4 1.167, O5 1.408
4 O -0.55998 1.46937 0.15443  C3 1.167
5 O 0.54189 -0.47895 -0.43499  C3 1.408, N6 1.510
6 N 1.84889 0.24367 -0.21043  O5 1.510, C7 1.303
7 C 2.75839 -0.53928 0.29775  N6 1.303, H9 1.025, H10 1.263
8 H -4.11049 -0.88906 0.50973  C1 1.234
9 H 2.82439 -1.52677 0.56432  C7 1.025
10 H 3.69048 0.11469 0.84329  C7 1.263

Here are the Löwdin charges for atoms 1 to 4, given in e:
1 C 0.131
2 C -0.034
3 C -0.556
4 O 0.164

***

2.
The following is a DFT calculation (wB97M-V/def2-TZVPD) of a single C4H3NOS molecule at a distorted geometry.

## Properties
Gap between HOMO and LUMO   9.19 eV
Energy above the lowest of the compared OMol25 structures with the same formula, charge and spin   85.00 kcal/mol
SMILES string   C#C/C=N/SC=O

Last columns: bonded neighbours and bond lengths (Å).
Cartesian coordinates (Å):
1 C 3.29031 -0.13864 0.27354  C2 1.293, H8 1.236
2 C 2.07371 -0.10218 -0.16429  C1 1.293, C3 1.498
3 C 0.57624 -0.06788 -0.14564  C2 1.498, N4 1.273, H9 1.162
4 N -0.10667 -1.14183 -0.18120  C3 1.273, S5 1.768
5 S -1.85567 -1.31587 0.01268  N4 1.768, C6 1.722
6 C -2.63000 0.22072 0.07066  S5 1.722, O7 1.227, H10 1.216
7 O -2.18616 1.35638 -0.06192  C6 1.227
8 H 4.47376 0.04007 -0.03634  C1 1.236
9 H 0.13420 1.00170 -0.25509  C3 1.162
10 H -3.76972 0.14752 0.48760  C6 1.216

Here are the Löwdin charges for atoms 1 to 4, given in e:
1 C 0.068
2 C -0.097
3 C -0.282
4 N -0.266

***

3.
The following is a DFT calculation (wB97M-V/def2-TZVPD) of a single C4H3NS2 molecule at a distorted geometry.

## Properties
Gap between HOMO and LUMO   7.67 eV
Energy above the lowest of the compared OMol25 structures with the same formula, charge and spin   55.27 kcal/mol
SMILES string   N#CC(C=S)C=S

Last columns: bonded neighbours and bond lengths (Å).
Cartesian coordinates (Å):
1 N 0.64844 -2.82298 1.63944  C2 1.248
2 C 0.67020 -1.78200 0.95102  N1 1.248, C3 1.468
3 C 0.25415 -0.50687 0.35537  C2 1.468, C4 1.582, C6 1.542, H8 1.195
4 C -0.43158 0.65854 1.17682  C3 1.582, S5 1.539, H9 1.057
5 S -1.72886 1.38419 0.77836  C4 1.539
6 C 1.25795 -0.03121 -0.71412  C3 1.542, S7 1.691, H10 1.128
7 S 0.65540 0.46028 -2.21570  C6 1.691
8 H -0.53383 -0.98864 -0.40369  C3 1.195
9 H 0.31668 1.04054 1.81753  C4 1.057
10 H 2.34911 0.16659 -0.50704  C6 1.128

Here are the Löwdin charges for atoms 1 to 4, given in e:
1 N 0.131
2 C -0.175
3 C -0.469
4 C -0.674

***

4.
The following is a DFT calculation (wB97M-V/def2-TZVPD) of 2 unconnected molecules or ions with the total composition C4H3O2 at a distorted geometry.

## Properties
Net charge   -1
Gap between HOMO and LUMO   6.92 eV
Energy above the lowest of the compared OMol25 structures with the same formula, charge and spin   48.37 kcal/mol

Last columns: bonded neighbours and bond lengths (Å).
Cartesian coordinates (Å):
1 C 1.03571 -0.00217 -0.78586  C2 1.308, C4 1.480, H7 1.034
2 C 0.01357 0.20108 0.00403  C1 1.308, C4 1.567
3 C -2.48020 -0.06776 -0.05803  O5 1.160, O6 1.202
4 C 1.44143 0.06409 0.63579  C1 1.480, C2 1.567, H8 1.061, H9 1.113
5 O -2.82358 0.66518 0.77349  C3 1.160
6 O -2.67776 -0.86277 -0.93792  C3 1.202
7 H 1.66016 0.09828 -1.60432  C1 1.034
8 H 1.64304 -0.91289 0.99671  C4 1.061
9 H 2.18763 0.81696 0.97613  C4 1.113

Here are the Löwdin charges for atoms 1 to 4, given in e:
1 C -0.251
2 C -0.100
3 C -0.547
4 C -0.318